ORCA calculation (ωB97M-V/def2-TZVPD) on a cluster of 2 separate species, C19H25N2 in total.

Properties
net charge = +1
spin multiplicity = 1
ΔE to the lowest compared entry with this formula, charge and spin = 57.3 kcal/mol
LUMO level = -0.1869 Eh
HOMO-LUMO gap = 6.3 eV
HOMO = -11.4 eV
molar mass = 281.4 g mol⁻¹

Bonds (Å) are listed after each position.
Geometry (Å):
1 N -1.25 2.30 -0.85  C3 1.366, C10 1.441, C15 1.385
2 N -0.34 0.61 -1.77  C3 1.348, C12 1.378, C17 1.462
3 C -0.54 1.17 -0.56  N1 1.366, N2 1.348
4 C 1.36 -0.80 -0.86  C17 1.501, H25 1.094, H26 1.085, H33 1.095
5 C -1.10 -0.07 1.93  C8 1.437, C9 1.406, C14 1.499
6 C -3.23 0.78 1.96  C9 1.383, C21 1.499, H31 1.089
7 C 3.11 -0.25 2.56  C18 1.401, C20 1.401, H44 1.092
8 C 0.31 -0.14 2.19  C5 1.437, C16 1.417, C19 1.427
9 C -1.88 1.08 2.05  C5 1.406, C6 1.383, H32 1.088
10 C -1.63 3.37 0.04  N1 1.441, H22 1.099, H30 1.099, H37 1.093
11 C 1.32 -0.36 -3.28  C17 1.521, H27 1.098, H43 1.094, H46 1.097
12 C -1.09 1.23 -2.75  N2 1.378, C15 1.346, H23 1.071
13 C -0.48 -1.75 -2.25  C17 1.521, H24 1.096, H28 1.094, H38 1.095
14 C -1.99 -1.27 1.84  C5 1.499, C21 1.573, H34 1.104, H40 1.100
15 C -1.67 2.30 -2.17  N1 1.385, C12 1.346, H45 1.074
16 C 1.10 1.04 2.20  C8 1.417, C20 1.388, H29 1.093
17 C 0.47 -0.58 -2.04  N2 1.462, C4 1.501, C11 1.521, C13 1.521
18 C 2.36 -1.44 2.52  C7 1.401, C19 1.391, H41 1.092
19 C 0.98 -1.39 2.38  C8 1.427, C18 1.391, H42 1.092
20 C 2.47 0.98 2.38  C7 1.401, C16 1.388, H35 1.092
21 C -3.44 -0.70 2.04  C6 1.499, C14 1.573, H36 1.098, H39 1.106
22 H -2.67 3.26 0.37  C10 1.099
23 H -1.11 0.88 -3.76  C12 1.071
24 H -1.13 -1.89 -1.38  C13 1.096
25 H 2.09 0.01 -0.74  C4 1.094
26 H 0.77 -0.86 0.05  C4 1.085
27 H 2.00 -1.22 -3.37  C11 1.098
28 H 0.13 -2.65 -2.38  C13 1.094
29 H 0.61 2.00 2.04  C16 1.093
30 H -1.54 4.32 -0.50  C10 1.099
31 H -4.05 1.50 1.91  C6 1.089
32 H -1.45 2.06 2.25  C9 1.088
33 H 1.90 -1.75 -0.97  C4 1.095
34 H -1.89 -1.81 0.88  C14 1.104
35 H 3.05 1.91 2.38  C20 1.092
36 H -4.19 -1.12 1.36  C21 1.098
37 H -0.97 3.41 0.91  C10 1.093
38 H -1.09 -1.60 -3.14  C13 1.095
39 H -3.74 -0.97 3.07  C21 1.106
40 H -1.77 -2.00 2.64  C14 1.100
41 H 2.86 -2.40 2.61  C18 1.092
42 H 0.38 -2.31 2.38  C19 1.092
43 H 0.72 -0.31 -4.20  C11 1.094
44 H 4.19 -0.29 2.73  C7 1.092
45 H -2.28 3.09 -2.56  C15 1.074
46 H 1.93 0.55 -3.19  C11 1.097

Partial atomic charges computed with the Löwdin method, in multiples of e: N -0.144; N -0.050; C 0.013; C -0.046; C -0.106; C 0.051; C -0.030; C -0.208; C -0.048; C -0.045; C -0.027; C -0.044; C -0.016; C -0.084; C -0.044; C -0.009; C -0.591; C -0.052; C -0.010; C -0.043; C -0.122; H 0.090; H 0.120; H 0.075; H 0.105; H 0.039; H 0.098; H 0.096; H 0.106; H 0.105; H 0.129; H 0.105; H 0.105; H 0.133; H 0.119; H 0.127; H 0.074; H 0.090; H 0.140; H 0.135; H 0.119; H 0.121; H 0.082; H 0.121; H 0.123; H 0.101